(1)
C29H50ClF3NO2SeSiV as an isolated structure, computed with the ωB97M-V functional and the def2-TZVPD basis.

Summary:
Charge ... -1
Strongest force on any atom ... 0.020 hartree/bohr
E_HOMO (spin up / spin down) ... -4.02 / -4.11 eV
LUMO energy (spin up / spin down) ... 1.98 / 2.60 eV
Multiplicity ... 2

CARTESIAN COORDINATES (ANGSTROEM)
Se  1.644  0.124  -3.104
V  0.031  0.257  -0.432
Cl  0.939  -1.670  0.188
Si  -2.127  0.492  1.179
F  -1.206  1.204  -4.009
F  -0.340  3.075  -4.658
F  -2.249  3.064  -3.642
O  0.216  3.725  -2.078
O  -0.588  1.739  -1.462
N  -1.305  -1.203  -1.939
C  -3.748  0.412  0.055
C  -2.058  2.263  2.035
C  3.333  -0.344  -2.346
C  -3.577  1.146  -1.284
C  4.106  2.080  -2.536
C  2.237  0.412  2.606
C  -0.810  -2.216  -4.276
C  4.319  0.645  -2.128
C  2.639  -2.781  -2.265
C  -2.263  -0.901  2.555
C  -0.683  2.541  2.658
C  7.135  -1.376  -0.538
C  -2.012  -2.308  1.991
C  -4.977  1.036  0.740
C  3.619  -1.673  -1.993
C  -1.114  -1.667  -2.968
C  -1.204  -0.675  3.643
C  3.486  2.307  1.567
C  -3.082  2.475  3.163
C  5.530  0.288  -1.542
C  -1.023  2.489  -3.679
C  -3.631  -0.942  3.261
C  -0.348  2.683  -2.295
C  1.623  1.334  0.231
C  2.694  1.024  1.285
C  -4.130  -1.037  -0.288
C  4.846  -1.984  -1.410
C  5.813  -1.021  -1.169
C  -2.276  3.365  0.986
H  -0.670  3.568  3.049
H  -1.407  0.216  4.238
H  -4.878  2.114  0.863
H  2.856  3.035  2.090
H  -1.028  -2.392  1.535
H  7.152  -2.423  -0.230
H  -2.125  4.342  1.462
H  -1.565  3.289  0.164
H  -0.658  -3.292  -4.198
H  3.271  2.534  -2.002
H  -3.926  0.017  3.684
H  2.583  -2.978  -3.341
H  0.119  2.455  1.932
H  -4.530  1.102  -1.830
H  5.005  2.672  -2.347
H  -2.876  1.839  4.024
H  -1.620  -2.003  -4.971
H  -3.316  2.195  -1.165
H  2.940  -3.701  -1.758
H  4.360  2.104  2.194
H  5.045  -3.017  -1.134
H  6.276  1.061  -1.377
H  3.830  2.768  0.638
H  7.333  -0.764  0.345
H  -0.199  -0.587  3.224
H  -3.576  -1.663  4.088
H  3.846  2.147  -3.594
H  3.386  0.314  0.821
H  -3.298  -1.596  -0.714
H  1.713  -0.530  2.450
H  -2.753  -2.607  1.251
H  -5.856  0.866  0.103
H  0.118  -1.736  -4.602
H  1.637  -2.504  -1.940
H  -1.205  -1.531  4.331
H  1.250  2.360  0.312
H  -5.192  0.601  1.714
H  7.964  -1.221  -1.234
H  -3.011  3.515  3.510
H  1.582  1.089  3.157
H  -4.508  -1.581  0.577
H  2.095  1.272  -0.752
H  -3.284  3.361  0.573
H  -2.062  -3.032  2.817
H  -4.426  -1.278  2.599
H  -4.112  2.304  2.854
H  -4.936  -1.020  -1.034
H  3.108  0.213  3.240
H  -2.818  0.682  -1.906
H  -0.457  1.875  3.489

---

(2)
A 11-piece molecular cluster, H24O12 overall, computed with the ωB97M-V functional and the def2-TZVPD basis.

Summary:
Strongest force on any atom ... 0.253 hartree/bohr
E_HOMO ... -7.56 eV
LUMO energy ... -0.41 eV

CARTESIAN COORDINATES (ANGSTROEM)
O  2.130  1.244  -1.004
O  2.150  0.855  -2.594
O  0.101  0.853  0.810
O  -4.232  -1.722  1.503
O  -4.841  1.996  1.268
O  0.681  -2.201  -1.799
O  -1.182  5.346  -1.101
O  3.263  -0.304  3.323
O  -1.686  -2.975  0.180
O  3.397  1.457  1.739
O  -1.758  -1.742  -2.210
O  2.249  -2.552  0.027
H  -2.448  -3.536  0.363
H  -5.381  2.021  0.470
H  -1.345  -2.272  -2.901
H  -3.407  -1.238  1.621
H  0.246  -2.719  -2.485
H  3.297  -0.323  2.360
H  0.576  -2.732  -1.002
H  -1.861  -2.172  0.684
H  2.592  0.065  -2.924
H  2.323  -0.242  3.523
H  0.195  1.442  1.567
H  -3.951  -2.635  1.368
H  3.099  0.739  1.169
H  -4.062  1.492  1.010
H  2.336  -3.319  -0.550
H  2.239  0.361  -0.631
H  -1.067  -1.123  -1.946
H  2.603  1.723  2.216
H  1.520  -2.783  0.614
H  2.356  1.531  -3.249
H  1.966  1.803  -0.236
H  -0.480  1.334  0.210
H  -1.890  5.989  -0.984
H  -1.633  4.555  -1.416

---

(3)
A 2-piece molecular cluster, C3H6INO overall, computed with the ωB97M-V functional and the def2-TZVPD basis.

Summary:
Strongest force on any atom ... 0.063 hartree/bohr
E_HOMO (spin up / spin down) ... -8.25 / -8.25 eV
LUMO energy (spin up / spin down) ... 0.03 / 0.02 eV

CARTESIAN COORDINATES (ANGSTROEM)
I  -2.700  -0.024  0.411
O  1.637  -0.539  0.991
N  1.215  0.784  1.048
C  1.242  -1.334  0.130
C  1.006  -2.316  -0.704
C  -1.148  0.619  -1.001
H  1.313  -2.161  -1.756
H  1.549  1.115  2.045
H  -0.321  1.333  -0.577
H  -0.820  -0.267  -1.504
H  0.073  -2.888  -0.692
H  -1.728  1.299  -1.698

---

(4)
An isolated ion of composition C5H8NO and charge +1, computed with the ωB97M-V functional and the def2-TZVPD basis.

Summary:
Charge ... +1
Strongest force on any atom ... 0.068 hartree/bohr
E_HOMO ... -14.55 eV
SMILES string ... C=C1[N@@H+]2[C@@H](O)[C@]12C
LUMO energy ... -3.52 eV

CARTESIAN COORDINATES (ANGSTROEM)
O  -2.347  0.748  0.410
N  -0.175  0.998  -0.698
C  -0.472  -1.679  -0.130
C  -0.140  -0.270  0.327
C  2.380  0.799  -0.110
C  1.033  0.582  -0.048
C  -0.979  0.917  0.586
H  -2.916  1.162  1.069
H  2.732  1.689  -0.616
H  -0.749  -2.184  0.875
H  3.100  0.187  0.420
H  -0.698  1.840  1.255
H  -0.358  0.753  -1.767
H  0.456  -2.194  -0.538
H  -1.255  -1.703  -0.930

---

(5)
An isolated ion of composition C6H12 and charge -1, computed with the ωB97M-V functional and the def2-TZVPD basis.

Summary:
Charge ... -1
Strongest force on any atom ... 0.065 hartree/bohr
E_HOMO (spin up / spin down) ... 1.45 / -4.68 eV
LUMO energy (spin up / spin down) ... 4.32 / 4.36 eV
Multiplicity ... 2

CARTESIAN COORDINATES (ANGSTROEM)
C  -0.477  -1.557  -0.335
C  -2.128  0.534  0.821
C  -1.022  0.928  -0.054
C  -0.181  -0.071  -0.398
C  1.259  0.199  -0.703
C  2.305  0.252  0.481
H  3.215  0.940  0.265
H  -1.893  -0.491  1.488
H  -3.028  0.435  0.143
H  2.835  -0.655  0.579
H  1.638  -0.618  -1.335
H  1.469  0.952  -1.400
H  -1.503  -1.760  -0.630
H  1.824  0.352  1.485
H  -0.328  -1.988  0.611
H  0.270  -2.041  -1.163
H  -2.187  1.290  1.600
H  -0.841  1.883  -0.510

---

(6)
One molecule with the formula C4H7PS, computed with the ωB97M-V functional and the def2-TZVPD basis.

Summary:
Strongest force on any atom ... 0.059 hartree/bohr
E_HOMO ... -9.01 eV
SMILES string ... S[C@@H]1C[C@H]2P[C@@H]12
LUMO energy ... 0.91 eV

CARTESIAN COORDINATES (ANGSTROEM)
S  -0.286  -0.967  -2.400
P  -0.649  0.477  2.039
C  0.378  1.110  -0.515
C  -0.382  -0.599  0.501
C  -0.684  -0.033  -0.806
C  0.725  0.362  0.807
H  -0.328  -1.601  0.878
H  1.754  0.137  1.042
H  1.217  1.334  -1.164
H  -1.749  0.300  -0.920
H  -0.175  2.074  -0.258
H  0.130  -0.505  2.645
H  0.049  -2.088  -1.848